Entry 1:
The following is a quantum chemistry calculation of a 2-piece molecular cluster, C4H11NO2 overall, from the OMol25 dataset.

Multiplicity = 1
HOMO-LUMO gap = 9.719 eV
SMILES = C=C(O)CN.CO
Calculated total energy = -9910.1566 eV
Energy relative to the best compared isomer or geometry (same formula, charge and spin) = 201.2 kJ/mol
F_max = 1.87 eV Å⁻¹

Cartesian coordinates (Å):
C -1.69 -0.18 0.14
C -0.87 -0.40 -0.89
O -1.04 0.18 -2.11
C 0.14 -1.60 -0.95
N 0.95 -1.79 0.22
H -1.56 -0.69 1.07
H -2.49 0.55 0.09
H -1.82 0.75 -2.11
H 0.78 -1.39 -1.81
H -0.43 -2.52 -1.14
H 0.39 -2.01 1.03
H 1.48 -0.93 0.41
C 1.03 1.82 1.35
O 1.57 1.13 0.25
H 0.02 1.45 1.59
H 0.97 2.89 1.16
H 1.68 1.64 2.20
H 0.90 1.10 -0.49

***

Entry 2:
The following is a quantum chemistry calculation of a 2-piece molecular cluster, C4H11NO2S overall, from the OMol25 dataset.

Total charge = -2
Multiplicity = 1
HOMO-LUMO gap = 5.211 eV
Calculated total energy = -20743.2714 eV
Energy relative to the best compared isomer or geometry (same formula, charge and spin) = 217.5 kJ/mol
F_max = 2.79 eV Å⁻¹

Cartesian coordinates (Å):
C -1.06 -0.82 -1.17
N -0.67 0.53 -0.65
C 0.06 0.45 0.64
C -0.85 -0.36 1.62
S -1.98 0.90 2.31
C 1.46 -0.49 0.39
O 1.33 -1.77 0.70
H -0.62 -1.54 -0.49
H -0.70 -0.87 -2.23
H -2.15 -1.03 -1.24
H -1.59 0.96 -0.64
H 0.35 1.46 1.07
H -0.24 -0.81 2.49
H -1.35 -1.23 1.19
H 2.26 0.09 1.11
H 1.82 -0.39 -0.68
H 0.62 1.42 -1.52
H 1.96 1.53 -1.12
O 1.36 1.96 -1.77

***

Entry 3:
The following is a quantum chemistry calculation of C25H20F12NO3S2W as an isolated structure, from the OMol25 dataset.

Total charge = +2
Multiplicity = 2
HOMO-LUMO gap (spin up / spin down) = 5.800 / 6.355 eV
Expectation value of S² = 0.791
Calculated total energy = -89974.9679 eV
Energy relative to the best compared isomer or geometry (same formula, charge and spin) = 0.0 kJ/mol
F_max = 0.43 eV Å⁻¹

Cartesian coordinates (Å):
W 0.21 -0.26 1.11
C 4.45 5.46 0.38
C 3.31 4.48 0.37
C 2.01 4.89 0.64
C 0.98 3.98 0.63
C 1.19 2.60 0.38
N 0.12 1.75 0.38
C -1.13 2.30 0.01
C -1.17 3.08 -1.16
C -2.35 3.64 -1.59
C -3.53 3.47 -0.88
C -4.82 4.07 -1.34
C -3.48 2.69 0.28
C -2.32 2.09 0.72
C -2.31 1.26 1.99
O -1.36 0.22 1.90
C -3.65 0.50 2.25
F -4.05 -0.08 1.13
F -4.60 1.32 2.69
F -3.46 -0.46 3.16
C -1.91 2.12 3.22
F -2.68 3.19 3.32
F -1.98 1.43 4.35
F -0.63 2.52 3.07
C 2.54 2.18 0.16
C 3.55 3.12 0.14
C 2.86 0.72 -0.13
O 1.91 -0.11 0.48
C 4.22 0.24 0.47
F 5.26 0.72 -0.19
F 4.29 0.63 1.75
F 4.28 -1.09 0.44
C 2.78 0.45 -1.66
F 3.66 1.19 -2.32
F 2.98 -0.84 -1.93
F 1.54 0.77 -2.09
H 4.11 6.45 0.09
H 5.25 5.14 -0.29
H 4.87 5.53 1.38
H 1.80 5.92 0.86
H -0.02 4.31 0.87
H -0.26 3.21 -1.73
H -2.36 4.22 -2.51
H -4.65 4.97 -1.93
H -5.47 4.32 -0.50
H -5.36 3.36 -1.97
H -4.40 2.57 0.85
H 4.56 2.81 -0.08
O 0.65 -1.58 2.56
S 0.95 -3.08 2.98
C -0.60 -3.95 2.57
C -1.34 -4.21 3.89
C -0.92 -3.10 4.86
C 0.60 -3.03 4.74
H -0.36 -4.84 2.01
H -1.13 -3.25 1.92
H -1.05 -5.18 4.29
H -2.41 -4.22 3.72
H -1.21 -3.33 5.89
H -1.36 -2.15 4.59
H 1.09 -3.92 5.15
H 1.08 -2.14 5.14
S -1.22 -1.23 -1.91
C -0.61 -0.83 -0.58

***

Entry 4:
The following is a quantum chemistry calculation of C2FO4S as an isolated structure, from the OMol25 dataset.

Total charge = -1
Multiplicity = 1
HOMO-LUMO gap = 7.477 eV
Calculated total energy = -23817.2445 eV
Energy relative to the best compared isomer or geometry (same formula, charge and spin) = 0.0 kJ/mol
F_max = 2.29 eV Å⁻¹

Cartesian coordinates (Å):
C 0.35 -0.22 -0.78
C -0.53 -0.93 0.33
O -1.07 -2.01 0.32
O 0.28 -0.45 -1.95
O 0.47 2.20 0.79
O -0.60 -0.03 1.30
F 1.66 0.09 -0.22
S -0.57 1.36 0.22

***

Entry 5:
The following is a quantum chemistry calculation of AgCl3 as an isolated structure, from the OMol25 dataset.

Total charge = -2
Multiplicity = 1
HOMO-LUMO gap = 8.150 eV
Calculated total energy = -41570.0514 eV
Energy relative to the best compared isomer or geometry (same formula, charge and spin) = 6.2 kJ/mol
F_max = 0.57 eV Å⁻¹

Cartesian coordinates (Å):
Ag 0.01 0.11 -0.29
Cl -1.80 0.55 1.71
Cl -0.20 -2.72 -1.06
Cl 1.99 2.06 -0.36

***

Entry 6:
The following is a quantum chemistry calculation of C36H30F3LiP2 as an isolated structure, from the OMol25 dataset.

Multiplicity = 1
HOMO-LUMO gap = 7.388 eV
Calculated total energy = -64750.1740 eV
Energy relative to the best compared isomer or geometry (same formula, charge and spin) = 0.0 kJ/mol
F_max = 3.53 eV Å⁻¹

Cartesian coordinates (Å):
Li -3.14 -2.74 2.60
C -0.11 0.35 -0.98
C -0.43 0.60 0.48
P -1.91 1.68 0.75
C -2.43 0.79 2.29
C -3.49 -0.10 2.13
C -3.80 -0.96 3.19
C -3.10 -0.85 4.38
C -1.97 -0.04 4.46
C -1.64 0.77 3.43
C -1.10 3.17 1.45
C -0.16 3.79 0.65
C 0.34 5.08 1.05
C -0.15 5.71 2.16
C -1.20 5.16 2.88
C -1.65 3.91 2.57
C -0.30 -1.14 -1.37
P -0.06 -1.53 -3.20
C 1.29 -0.44 -3.61
C 2.44 -0.61 -2.87
C 3.65 -0.02 -3.27
C 3.70 0.82 -4.32
C 2.50 1.09 -4.99
C 1.40 0.28 -4.82
C -1.43 -0.68 -3.97
C -2.41 -1.54 -4.50
C -3.55 -1.02 -5.12
C -3.62 0.36 -5.39
C -2.64 1.23 -4.77
C -1.60 0.70 -4.06
H 0.87 0.73 -1.18
H -0.74 1.00 -1.61
H 0.40 1.03 1.07
H -0.51 -0.42 0.89
H -4.12 0.03 1.24
H -4.64 -1.61 3.23
H -3.47 -1.41 5.22
H -1.32 -0.12 5.34
H -0.75 1.42 3.56
H 0.28 3.22 -0.21
H 1.19 5.43 0.49
H 0.15 6.73 2.40
H -1.66 5.63 3.73
H -2.45 3.42 3.14
H -1.29 -1.40 -0.97
H 0.44 -1.68 -0.82
H 2.52 -1.24 -2.00
H 4.51 -0.23 -2.64
H 4.57 1.36 -4.66
H 2.42 2.03 -5.57
H 0.53 0.28 -5.47
H -2.25 -2.61 -4.59
H -4.35 -1.66 -5.48
H -4.48 0.76 -6.01
H -2.84 2.29 -4.82
H -0.85 1.38 -3.55
F 5.87 -4.03 3.52
C 5.15 -2.83 3.36
F 5.24 -2.13 4.53
F 5.82 -2.06 2.43
C 3.75 -3.05 2.93
C 3.49 -3.25 1.57
C 2.19 -3.21 1.09
C 1.11 -3.11 2.05
C 1.36 -3.14 3.43
C 2.67 -2.93 3.82
C -0.24 -3.01 1.73
C -1.47 -2.78 1.62
H 4.26 -3.52 0.88
H 1.83 -3.36 0.02
H 0.52 -3.04 4.10
H 2.87 -2.70 4.97

***

Entry 7:
The following is a quantum chemistry calculation of C18H24FN3O2 as an isolated structure, from the OMol25 dataset.

Multiplicity = 1
HOMO-LUMO gap = 8.198 eV
Calculated total energy = -30323.0805 eV
Energy relative to the best compared isomer or geometry (same formula, charge and spin) = 1574.7 kJ/mol
F_max = 13.52 eV Å⁻¹

Cartesian coordinates (Å):
C 4.92 2.54 -0.67
H 4.88 2.33 -1.83
H 4.32 3.39 -0.45
H 5.94 2.87 -0.62
O 4.80 1.18 -0.15
C 3.55 0.58 0.03
C 3.46 -0.63 0.90
C 2.40 -1.27 0.67
C 1.23 -0.90 -0.02
C 1.36 0.20 -0.69
C 2.40 1.23 -0.71
H 2.35 2.02 -1.43
H 0.46 0.37 -1.33
C 0.10 -1.64 0.16
C -0.97 -1.92 -0.93
C -1.89 -2.86 -0.05
N -1.34 -3.34 1.06
N -0.27 -2.58 1.26
H 0.39 -2.52 1.97
H -2.77 -3.18 -0.44
C -1.16 -1.32 -2.25
N -1.64 0.18 -1.97
C -1.45 0.79 -3.39
H -0.49 0.62 -3.65
H -2.14 0.37 -4.41
H -1.60 1.76 -3.39
C -2.82 0.08 -1.51
H -3.34 1.22 -2.06
C -2.80 0.64 0.08
C -2.06 2.02 0.21
H -1.08 2.17 -0.33
C -2.10 2.39 1.50
C -3.45 2.34 2.21
C -4.06 0.79 1.86
O -4.07 0.58 0.50
H -5.04 1.04 2.22
H -3.43 0.16 2.24
H -3.48 2.48 3.54
H -4.13 3.10 1.75
H -1.79 3.55 1.86
H -1.32 1.64 2.31
H -2.84 2.86 -0.16
H -2.20 -0.10 0.53
H -3.49 -0.79 -1.54
H -1.94 -1.87 -2.80
H 0.01 -1.42 -2.69
H 2.54 -2.30 1.42
F 4.77 -1.03 1.47

***

Entry 8:
The following is a quantum chemistry calculation of a 3-piece molecular cluster, C9H8BrClNO2 overall, from the OMol25 dataset.

Total charge = -1
Multiplicity = 1
HOMO-LUMO gap (spin up / spin down) = 6.355 / 5.892 eV
Calculated total energy = -97609.9004 eV
F_max = 4.14 eV Å⁻¹

Cartesian coordinates (Å):
C -0.98 -0.90 -0.56
C 0.38 -1.16 -0.43
C -0.44 1.27 0.48
C 0.94 0.93 0.50
C 4.34 -2.28 0.12
C 4.35 -1.12 0.65
C -3.36 1.91 -0.44
C -1.37 0.44 -0.12
C 1.30 -0.36 0.18
N -2.74 0.71 -0.29
O -4.54 2.02 -0.39
O -2.63 3.00 -0.81
Cl 1.92 2.12 1.21
Br -4.33 -1.99 0.44
H -1.59 -1.49 -1.15
H 0.82 -2.20 -0.60
H -0.81 2.32 0.65
H 5.27 -2.89 0.11
H 3.43 -2.66 -0.32
H 4.98 -0.42 1.32
H -1.66 2.87 -0.64
H -3.27 -0.10 0.08

***

Entry 9:
The following is a quantum chemistry calculation of one molecule with the formula C5H7N3, from the OMol25 dataset.

Multiplicity = 1
HOMO-LUMO gap = 8.697 eV
SMILES = Nc1cnc2n1CC2
Calculated total energy = -9766.1765 eV
Energy relative to the best compared isomer or geometry (same formula, charge and spin) = 309.8 kJ/mol
F_max = 4.18 eV Å⁻¹

Cartesian coordinates (Å):
N -2.19 -0.90 0.19
C -1.28 0.13 -0.11
C -1.28 1.54 -0.12
N 0.02 2.05 0.07
C 0.85 0.98 0.00
N 0.10 -0.10 -0.10
C 1.14 -1.08 -0.13
C 2.18 0.17 0.12
H -3.04 -0.46 0.61
H -2.49 -1.67 -0.51
H -2.14 2.22 -0.25
H 1.33 -1.68 -1.03
H 1.37 -1.79 0.77
H 2.54 0.18 1.20
H 2.89 0.42 -0.72

***

Entry 10:
The following is a quantum chemistry calculation of C26H31Cl2FN2O4V as an isolated structure, from the OMol25 dataset.

Multiplicity = 4
HOMO-LUMO gap (spin up / spin down) = 6.477 / 7.526 eV
Expectation value of S² = 3.763
Calculated total energy = -92085.7616 eV
F_max = 2.28 eV Å⁻¹

Cartesian coordinates (Å):
V -0.53 0.39 -0.20
C -6.83 -1.54 -2.83
C -6.24 -2.77 -2.16
C -6.33 -3.98 -3.07
C -5.82 -5.22 -2.34
C -4.43 -4.98 -1.81
C -3.58 -6.03 -1.59
C -2.29 -5.81 -1.10
F -1.50 -6.88 -0.91
C -1.82 -4.56 -0.84
C -2.68 -3.47 -1.05
C -2.19 -2.13 -0.76
O -1.04 -1.89 -0.35
C -3.12 -1.07 -1.00
C -4.36 -1.33 -1.47
N -4.82 -2.56 -1.76
C -3.98 -3.67 -1.53
C -2.54 0.27 -0.64
O -2.05 1.01 -1.55
O -2.36 0.50 0.62
H -7.81 -1.81 -3.23
H -6.20 -1.20 -3.67
H -6.98 -0.70 -2.15
H -6.81 -2.98 -1.25
H -5.73 -3.79 -3.96
H -7.36 -4.11 -3.38
H -5.81 -6.08 -3.01
H -6.50 -5.46 -1.52
H -3.90 -7.04 -1.80
H -0.82 -4.39 -0.46
H -5.05 -0.52 -1.65
C 0.40 1.42 3.38
C 0.94 0.10 2.89
O 0.16 -0.44 1.79
H 1.02 1.78 4.21
H -0.63 1.32 3.73
H 0.41 2.17 2.58
H 0.96 -0.64 3.68
H 1.95 0.21 2.51
H -0.77 -0.44 2.05
C -1.25 4.56 2.55
N -1.76 3.63 1.55
C -3.20 3.67 1.49
C -1.17 3.87 0.23
C 0.28 3.45 0.14
C 1.27 4.43 0.26
C 2.62 4.10 0.27
C 2.97 2.76 0.18
C 1.98 1.79 0.05
C 0.60 2.09 0.01
H -1.67 4.33 3.53
H -1.52 5.61 2.31
H -0.17 4.50 2.62
H -3.62 3.47 2.47
H -3.56 2.91 0.79
H -3.58 4.66 1.16
H -1.27 4.94 -0.04
H -1.76 3.30 -0.48
H 0.98 5.48 0.34
H 3.38 4.87 0.36
H 4.02 2.47 0.20
H 2.31 0.75 -0.02
Cl 0.87 -0.26 -2.32
C 0.30 0.95 -3.49
Cl -0.63 0.22 -4.81
H 1.17 1.43 -3.91
H -0.33 1.64 -2.95

***

Entry 11:
The following is a quantum chemistry calculation of one molecule with the formula C20H17N5O3, from the OMol25 dataset.

Multiplicity = 1
HOMO-LUMO gap = 8.309 eV
SMILES = COc1ccc(CNc2nc(-c3ccccn3)nn2C(=O)c2ccco2)cc1
Calculated total energy = -34604.8914 eV
Energy relative to the best compared isomer or geometry (same formula, charge and spin) = 278.5 kJ/mol
F_max = 4.72 eV Å⁻¹

Cartesian coordinates (Å):
C -2.41 -3.98 3.77
O -1.43 -3.59 2.82
C -1.38 -2.22 2.58
C -1.71 -1.30 3.59
C -1.39 0.11 3.44
C -0.80 0.51 2.19
C -0.54 1.98 1.79
N 0.84 2.02 1.44
C 1.33 1.85 0.16
N 0.58 2.26 -0.83
C 1.13 1.82 -1.95
C 0.65 2.09 -3.35
C -0.60 2.80 -3.41
C -1.16 2.99 -4.67
C -0.51 2.46 -5.84
C 0.79 1.96 -5.72
N 1.35 1.73 -4.50
N 2.33 1.26 -1.79
N 2.54 1.34 -0.37
C 3.58 0.71 0.29
O 4.32 0.06 -0.36
C 3.88 0.85 1.72
C 4.55 0.10 2.56
C 4.46 0.74 3.83
C 3.90 1.95 3.63
O 3.45 1.96 2.35
C -0.62 -0.48 1.16
C -0.87 -1.82 1.39
H -2.39 -5.13 3.79
H -2.16 -3.62 4.86
H -3.37 -3.69 3.57
H -2.28 -1.46 4.47
H -1.75 0.78 4.24
H -1.25 2.31 0.98
H -0.77 2.73 2.57
H 1.49 1.72 2.18
H -1.07 3.25 -2.59
H -2.07 3.42 -4.80
H -1.07 2.36 -6.72
H 1.25 1.68 -6.62
H 4.99 -0.85 2.21
H 4.91 0.27 4.71
H 3.81 2.77 4.21
H -0.20 -0.37 0.11
H -0.51 -2.56 0.72

***

Entry 12:
The following is a quantum chemistry calculation of C5H5NO as an isolated structure, from the OMol25 dataset.

Multiplicity = 1
HOMO-LUMO gap = 9.511 eV
Calculated total energy = -8797.9582 eV
Energy relative to the best compared isomer or geometry (same formula, charge and spin) = 526.9 kJ/mol
F_max = 0.74 eV Å⁻¹

Cartesian coordinates (Å):
N -0.46 0.70 -2.28
C -0.03 0.46 -1.11
C 0.13 1.20 0.17
O -0.81 1.01 1.18
C 0.19 0.02 1.23
C -0.19 -1.27 0.52
C 0.70 -0.56 -0.43
H 0.83 2.03 0.26
H 0.91 0.04 2.04
H 0.23 -2.18 0.93
H -1.27 -1.32 0.33
H -0.25 -0.14 -2.82